Entry 1:
The following is a quantum chemistry calculation of C2H2O2S2 as an isolated structure, from the OMol25 dataset.

Each line ends with the natural charge from an NBO analysis.
Cartesian coordinates (Å):
1 C 0.53830 0.51556 0.05257  0.248
2 C -0.71555 -0.41498 0.07934  0.093
3 H 1.18861 1.96778 0.21672  0.512
4 H 0.84453 -1.47774 0.22376  0.448
5 O 0.34396 1.68537 -0.07707  -0.553
6 O -0.13269 -1.54610 -0.07825  -0.646
7 S 2.03331 -0.23141 -0.00182  -0.148
8 S -2.19955 0.09343 0.00249  0.045

The calculation puts the molar mass at 122.2 g mol⁻¹. The calculation puts the largest force on an atom at 7.94 eV Å⁻¹. Its energy is -1024.18500 hartree. The highest occupied orbital energy is -9.13 eV. The value obtained for the relative energy (zero: lowest compared OMol25 entry of this formula, charge and spin) is 203.8 kJ/mol. Its total charge is 0.

***

Entry 2:
The following is a quantum chemistry calculation of C28H27ClF4IN5O2SV as an isolated structure, from the OMol25 dataset.

Each line ends with the natural charge from an NBO analysis.
Cartesian coordinates (Å):
1 V 0.00158 -0.56935 0.00905  1.408
2 C 2.92193 -3.47924 0.36448  -0.402
3 N 1.69147 -3.42076 -0.38088  -0.440
4 C 1.89252 -3.61971 -1.79559  -0.408
5 C 0.62093 -4.23217 0.15398  -0.209
6 C -0.73195 -3.55277 -0.03863  -0.210
7 N -0.75015 -2.30094 0.69752  -0.708
8 C -1.48178 -2.22940 1.84032  0.107
9 C -0.94578 -1.55349 2.96149  0.281
10 F 0.31163 -1.08519 2.88617  -0.296
11 C -1.64041 -1.37283 4.13215  0.343
12 F -1.04248 -0.72504 5.15818  -0.329
13 C -2.92312 -1.86412 4.30758  -0.411
14 C -3.46871 -2.53533 3.23403  0.324
15 F -4.73047 -3.01851 3.33134  -0.333
16 C -2.78997 -2.70984 2.04494  0.292
17 F -3.45342 -3.31183 1.03407  -0.324
18 H 3.41665 -4.47229 0.30537  0.128
19 H 3.61052 -2.71966 -0.00939  0.229
20 H 2.72524 -3.25376 1.41399  0.195
21 H 2.28411 -4.63479 -2.01696  0.131
22 H 0.95685 -3.48230 -2.33886  0.220
23 H 2.59729 -2.88041 -2.17578  0.214
24 H 0.60298 -5.24260 -0.30520  0.145
25 H 0.78542 -4.36972 1.22683  0.184
26 H -0.90411 -3.37505 -1.10299  0.208
27 H -1.50962 -4.24720 0.29627  0.177
28 H -3.46908 -1.71873 5.22692  0.225
29 I -2.97049 -2.53260 -4.62121  0.008
30 C -1.18068 -1.73410 -3.83288  -0.096
31 C -0.09831 -1.55272 -4.69775  -0.537
32 C 1.01045 -0.90599 -4.07040  -0.221
33 C 1.01365 -0.59997 -2.75112  -0.125
34 N -0.02556 -0.93324 -1.86037  -0.597
35 C -1.17811 -1.42798 -2.50308  -0.232
36 H -0.12016 -1.82192 -5.74124  0.199
37 H 1.88042 -0.63136 -4.65860  0.190
38 H 1.85558 -0.10569 -2.28773  0.202
39 H -2.04527 -1.57492 -1.87403  0.211
40 N -1.22913 0.57232 0.38951  -0.865
41 C -2.06018 1.61716 0.18714  0.164
42 C -2.33676 2.52524 1.23817  -0.242
43 C -3.16023 3.62538 1.04943  -0.246
44 C -3.75019 3.87103 -0.18628  -0.321
45 C -3.49914 2.97984 -1.23096  -0.199
46 C -2.67933 1.88175 -1.05816  -0.257
47 H -1.88176 2.33294 2.20324  0.199
48 H -3.34659 4.29990 1.88063  0.184
49 H -4.39376 4.73091 -0.33355  0.184
50 H -3.94714 3.15399 -2.20412  0.190
51 H -2.47342 1.20669 -1.88020  0.225
52 Cl 1.31483 1.90991 1.96837  -0.035
53 C 2.95517 1.43924 1.47181  -0.485
54 C 3.05403 0.19041 0.57698  0.792
55 O 4.21348 -0.16237 0.35247  -0.706
56 O 2.00226 -0.35940 0.14397  -0.760
57 H 3.54690 1.25939 2.36511  0.220
58 H 3.38981 2.27567 0.92745  0.210
59 S 0.59723 2.88950 -2.05373  -0.113
60 C 1.21340 3.90016 -0.91221  0.031
61 N 2.55775 4.21341 -0.89020  -0.542
62 C 3.16367 4.99913 0.04017  0.032
63 C 2.44306 5.56536 1.03340  -0.320
64 C 1.04103 5.30034 1.07216  -0.157
65 C 0.45076 4.50752 0.14817  -0.237
66 H 3.09840 3.76228 -1.61444  0.424
67 H 4.23156 5.12552 -0.06884  0.203
68 H 2.93019 6.18181 1.77357  0.212
69 H 0.44076 5.72443 1.86809  0.210
70 H -0.60625 4.27810 0.18091  0.266

The calculation puts the molar mass at 786.9 g mol⁻¹. The calculation puts the largest force on an atom at 0.86 eV Å⁻¹. Its energy is -4006.97692 hartree. Its multiplicity is 2. The highest occupied orbital energy (alpha / beta) is 1.08 / 1.15 eV. Its total charge is -2.

***

Entry 3:
The following is a quantum chemistry calculation of an isolated ion of composition C11H15N2O and charge +1, from the OMol25 dataset.

Each line ends with the natural charge from an NBO analysis.
Cartesian coordinates (Å):
1 C -4.05463 -0.07323 -0.02022  -0.182
2 C -3.36455 0.61162 -1.04561  -0.184
3 C -3.29831 -0.56528 0.97901  -0.213
4 C -2.00437 0.75398 -0.99900  -0.239
5 C -1.92839 -0.39533 1.05152  -0.210
6 C -1.23378 0.20806 0.01556  -0.021
7 C 1.00330 0.19705 -1.30005  -0.475
8 C 1.06715 0.43204 1.24362  -0.455
9 C 2.53079 0.03841 -1.21371  -0.207
10 C 2.39651 -0.26477 1.33293  -0.256
11 C 0.23563 -0.00956 -0.02043  0.034
12 N 0.09030 -1.74865 0.10937  0.174
13 N 3.16484 0.25976 0.22599  -0.505
14 O 0.01026 -2.30618 -0.93566  -0.245
15 H -5.19274 0.04959 0.04364  0.243
16 H -3.87922 1.12522 -1.85171  0.226
17 H -3.69736 -0.71005 2.04102  0.230
18 H -1.66560 1.38907 -1.87502  0.224
19 H -1.42342 -0.64549 1.99388  0.215
20 H 0.67837 1.12933 -1.68262  0.239
21 H 0.81170 -0.63526 -2.07226  0.266
22 H 0.38587 0.10594 2.03705  0.256
23 H 1.08503 1.56237 1.26019  0.237
24 H 2.85504 -0.88492 -1.61386  0.231
25 H 2.82654 0.76757 -1.86856  0.241
26 H 2.76538 -0.05712 2.37352  0.258
27 H 2.26867 -1.31180 1.23166  0.239
28 H 3.98362 -0.24685 0.10085  0.427
29 H 3.58333 1.22446 0.45890  0.450

The calculation puts the molar mass at 191.3 g mol⁻¹. The calculation puts the largest force on an atom at 4.48 eV Å⁻¹. Its energy is -612.50779 hartree. The highest occupied orbital energy is -11.75 eV. The value obtained for the relative energy (zero: lowest compared OMol25 entry of this formula, charge and spin) is 352.1 kJ/mol. Its total charge is +1. The SMILES is O=NC1(c2ccccc2)CC[NH2+]CC1.

***

Entry 4:
The following is a quantum chemistry calculation of one molecule with the formula C5H8N2O4, from the OMol25 dataset.

Each line ends with the natural charge from an NBO analysis.
Cartesian coordinates (Å):
1 C -0.72677 -0.75028 -1.25405  -0.422
2 C 0.61418 -1.39731 -0.85565  -0.438
3 C -0.60669 0.68922 -0.84649  -0.398
4 C 0.92369 -1.35326 0.61487  -0.071
5 C -0.03617 0.79492 0.80146  0.387
6 N -1.31255 0.88549 1.55403  0.134
7 N 0.46560 2.24264 0.92799  0.505
8 O -0.32265 3.15630 0.88213  -0.343
9 O -1.70114 -0.05222 2.21262  -0.252
10 O 1.65872 2.43972 1.08449  -0.354
11 O 0.97531 -0.04913 1.13276  -0.490
12 H -1.04145 -0.81520 -2.30322  0.225
13 H -1.53063 -1.11831 -0.75594  0.201
14 H 0.44061 -2.48688 -1.09341  0.230
15 H 1.35704 -0.80508 -1.37596  0.211
16 H 0.26812 1.16261 -1.44856  0.221
17 H -1.60814 1.11302 -1.13931  0.252
18 H 0.19208 -2.07649 1.16870  0.189
19 H 1.99084 -1.57976 0.69355  0.214

The calculation puts the molar mass at 160.1 g mol⁻¹. The calculation puts the largest force on an atom at 3.41 eV Å⁻¹. Its energy is -605.54743 hartree. The highest occupied orbital energy (alpha / beta) is -9.50 / -9.50 eV. The value obtained for the relative energy (zero: lowest compared OMol25 entry of this formula, charge and spin) is 712.9 kJ/mol. Its total charge is 0. The SMILES is O=N[C@]1([N+](=O)[O-])CCCCO1.

***

Entry 5:
The following is a quantum chemistry calculation of one molecule with the formula C2H4N2S3, from the OMol25 dataset.

Each line ends with the natural charge from an NBO analysis.
Cartesian coordinates (Å):
1 C -0.07825 -2.03209 -0.18132  -0.131
2 C -0.77530 0.36299 -0.14527  -0.319
3 N 0.90002 -1.39353 0.23566  -0.218
4 N 0.49548 0.03356 0.36244  -0.516
5 S -1.48117 -1.15496 -0.62757  0.319
6 S -0.74801 1.56607 -1.58918  -0.109
7 S 1.68437 1.13354 0.63068  0.273
8 H -0.10498 -3.12156 -0.38537  0.238
9 H -1.53070 0.94769 0.53081  0.226
10 H 0.14147 2.31374 -0.77898  0.145
11 H 1.49708 1.34457 1.94809  0.093

The calculation puts the molar mass at 152.3 g mol⁻¹. The calculation puts the largest force on an atom at 3.17 eV Å⁻¹. Its energy is -1382.59386 hartree. The highest occupied orbital energy is -8.51 eV. The value obtained for the relative energy (zero: lowest compared OMol25 entry of this formula, charge and spin) is 205.4 kJ/mol. Its total charge is 0. The SMILES is S[C@H]1SC=NN1S.